{"formula": "ClO4Tl", "method": "wB97M-V/def2-TZVPD", "symbols": ["Tl", "Cl", "O", "O", "O", "O"], "positions_angstrom": [[3.58294, -3.11238, -1.49301], [-0.71700, 0.63945, 0.25920], [-2.07013, 0.57542, 0.05118], [-0.41211, -0.54258, 1.03373], [0.07617, 0.58280, -0.96765], [-0.45987, 1.85727, 1.11656]], "gap_ha": 0.1736, "max_force_ev_per_a": 4.02, "charge": 2, "homo_energy_ev": -21.551, "de_lowest_ev": 0.032, "total_energy_ha": -932.36854}